No. 1
Here is C7H6O4 in the gas phase from the Open Molecules 2025 dataset. Energies are from wB97M-V/def2-TZVPD.

## Properties
- SMILES = CC(=O)O/C=C1/C=CC(=O)O1

Geometry as XYZ:
```
17
Properties=species:S:1:pos:R:3:forces:R:3
C 2.070744 0.062924 1.188670 3.5273 1.6333 1.8070
H -2.749756 1.850903 0.146686 0.1746 0.2322 0.0881
C -2.279355 1.157870 -0.525744 0.8007 -1.9526 0.3603
C -2.886345 0.383834 -1.445662 -1.9541 3.2960 2.0295
H 3.337892 -1.541493 0.334964 -0.6451 0.3488 0.6781
C -1.951415 -0.413089 -2.069362 0.8135 -3.3662 -2.8515
O -0.745244 -0.293907 -1.445044 0.4029 -0.2310 -0.2741
O 1.181697 0.095366 0.183176 1.0401 -0.7340 1.0888
O -2.114594 -1.172053 -2.999887 0.4025 0.4912 0.5247
H -0.114508 1.430021 1.384797 1.0578 -0.8749 -1.2986
C -0.916082 0.577217 -0.430932 0.5905 2.2815 1.9019
C 2.842406 -1.249919 1.295355 0.0700 -0.5269 0.6808
H -3.932121 0.445055 -1.643652 -0.3201 -0.1986 -0.5712
H 2.143230 -2.100015 1.612473 0.9823 1.1896 -0.4735
H 3.646590 -1.084914 2.073633 -1.0478 -0.3344 -0.8857
O 2.372684 1.053388 1.873339 -1.5434 -2.5018 -1.6114
C 0.094178 0.798813 0.467191 -4.3518 1.2478 -1.1932
```
Positions in Å, forces in eV/Å.

No. 2
Here is 12 unconnected molecules or ions with the total composition C40H64N8O4S4 from the Open Molecules 2025 dataset. Energies are from wB97M-V/def2-TZVPD.

Geometry as XYZ:
```
120
Properties=species:S:1:pos:R:3:forces:R:3
H -23.132816 10.412941 13.832160 0.1407 0.3270 0.1075
H -19.647896 15.822248 8.740757 -0.0554 -0.3894 0.1512
H -14.635965 14.235187 4.950618 -0.2444 -0.2366 0.0722
C -14.832181 12.604222 8.797764 1.5673 -0.6011 -0.0719
H -11.734821 8.260886 7.128042 0.0338 0.2205 0.0144
C -18.670316 15.405073 2.788667 -0.8594 0.0145 0.4323
C -24.602242 15.321032 4.953189 0.2357 -0.0008 -0.1315
C -19.249361 7.916448 8.064626 -0.0642 -0.5312 -0.4831
N -14.865109 8.722616 7.935747 0.8445 -0.5560 -0.1243
H -14.346247 16.607804 6.632379 -0.0552 -0.4141 -0.0798
H -17.279278 7.523924 5.529062 0.0344 -0.2388 -0.0267
H -17.820373 18.099234 8.368232 0.0777 -0.2241 0.1815
C -13.618138 11.484511 2.712782 -0.0725 -0.2197 -0.2704
H -17.615257 15.537999 2.960660 0.0346 -0.4978 0.1124
C -20.328298 16.187670 9.509552 -0.5179 0.2462 -0.3755
N -13.903083 11.972820 9.592632 0.6756 0.2554 0.6893
C -14.278269 8.622061 9.180148 -0.3056 0.2657 -0.4038
H -19.444905 11.460939 4.091980 0.0003 -0.1438 0.1076
C -13.445040 12.819587 10.570724 -0.2464 0.0005 -0.8285
H -25.578903 15.326633 4.499250 0.1572 0.0327 -0.2554
H -19.443417 17.487011 3.172437 0.0643 -0.0357 0.0800
C -17.243229 17.490833 7.688124 -1.6868 0.5875 0.0268
H -13.906104 10.446415 2.550737 0.2376 -0.0673 0.0632
C -19.519154 6.599297 7.769512 -0.1445 -0.0832 0.1157
H -15.228255 13.733896 3.309465 -0.1089 0.1805 0.1218
H -18.557572 9.371953 11.090093 -0.0019 0.0775 -0.0445
C -18.911208 10.881219 1.992792 1.1712 0.1295 0.7465
H -12.534739 11.591784 2.681926 -0.0018 0.0026 0.0298
H -23.061298 15.342142 11.824094 0.0049 -0.1732 -0.3138
H -23.047549 14.940612 3.464811 -0.2316 0.2265 -0.0741
S -14.142777 11.934158 4.381101 0.2177 0.3804 0.4116
H -21.312638 9.984690 11.321628 0.3076 -0.1069 0.2181
H -17.034481 13.335312 6.219425 -0.0392 -0.0185 0.3434
H -22.953293 15.266500 7.737953 0.0799 -0.0326 -0.0534
C -23.199021 15.258051 6.686868 0.4143 0.8298 0.7267
H -15.632666 14.622534 8.851202 0.2500 0.2448 -0.0878
C -17.501378 10.297500 12.784033 1.0342 0.8253 0.4674
S -21.119976 14.834090 10.441575 -0.4523 -0.4953 0.2109
H -18.116024 13.065983 8.919019 -0.0556 0.1367 0.0527
H -17.884639 9.304383 7.206862 -0.6247 -0.6476 -0.3748
C -21.301606 10.996057 11.737305 0.8633 -0.4589 -0.7090
H -15.465682 12.215762 11.259697 -0.2397 -0.0883 -0.3416
C -12.676085 8.439684 7.621486 -0.0189 0.0779 -0.6830
C -17.586574 10.338221 3.722898 0.6559 -0.2316 0.9992
H -17.993426 9.868449 13.638111 0.1617 -0.0228 0.0765
H -22.260348 11.420158 11.442700 -0.0618 0.4191 0.7987
C -15.416232 16.664136 6.746955 -0.1497 0.6010 -0.1637
O -21.123118 12.362367 13.992307 0.6378 -1.3389 -0.3112
H -16.986171 11.061725 9.574341 0.0189 -0.4290 -0.0885
C -13.887813 8.559833 6.981283 0.2698 0.2590 0.3400
N -17.016820 9.880493 2.586261 -0.1017 0.4551 -0.5130
C -12.910293 8.528977 9.005225 -0.8770 -0.3897 0.6947
N -16.198833 11.553301 11.475919 0.0378 -0.0709 0.4610
C -22.171093 9.934685 14.002135 0.1148 -0.8983 0.4238
H -18.614689 16.974808 6.006084 -0.1280 0.0543 0.2703
S -20.785710 10.969493 13.475304 -2.0988 1.5185 -0.1462
H -19.805022 13.385096 8.243356 0.1808 0.3327 0.3297
C -14.092853 14.004758 10.378087 0.2872 1.2817 0.1985
H -22.397360 16.790968 10.947467 -0.2643 0.0839 0.2393
C -16.468112 16.439962 5.890836 0.7050 -0.1164 -0.2769
N -24.497106 15.431567 6.301242 -0.0015 -0.4525 0.4910
C -18.695598 6.207893 6.674959 -0.0717 0.3708 0.2799
C -23.328270 15.164860 4.478616 0.5930 -0.2959 -0.4855
H -15.207180 11.989432 7.993130 -0.4456 0.4642 -0.1401
O -12.936722 11.794482 5.251602 -0.4037 0.1015 -0.3735
C -17.652168 16.946099 6.490482 0.7779 0.0059 -0.0980
S -18.732622 11.811712 6.949555 -0.0670 0.4010 0.8611
H -14.083158 8.610015 5.923683 -0.1836 -0.0351 0.0368
H -21.322659 15.211244 5.535053 0.0461 -0.3393 -0.0337
C -20.863953 15.919800 2.613430 0.7230 1.6953 -1.1582
C -22.396982 15.172143 5.576396 -1.5633 -0.0162 -0.1956
H -21.118215 16.750170 9.006167 -0.0139 0.0216 0.0133
H -16.317068 16.073357 4.887472 -0.3209 -0.2128 0.0492
H -21.794992 16.454710 2.544297 -0.0510 -0.1519 -0.1208
C -14.881139 13.930349 9.198155 -1.1573 -1.3026 0.5198
H -21.580834 16.076111 12.406030 -0.0122 0.2993 -0.0451
H -12.624425 12.562918 11.217672 -0.1803 -0.1495 0.1699
H -14.083990 12.067913 1.919337 -0.0821 0.1705 0.1830
N -20.682470 14.648684 2.155116 0.1081 -0.3456 1.4934
H -13.500173 11.046724 9.545708 -0.5737 -0.2130 -0.6746
H -20.488337 11.537795 11.253036 -0.1446 0.0794 -0.1652
C -17.995269 7.329240 6.311772 0.2936 0.4987 0.1949
H -22.188999 8.963315 13.500829 0.2738 0.1632 -0.3292
H -25.273188 15.561875 6.923098 0.0612 -0.1156 0.0939
H -13.974757 14.873931 11.009160 0.0406 0.0228 -0.1027
C -19.052030 12.654255 8.549840 -0.4889 0.1533 -1.3710
C -18.756611 10.968728 3.426833 -0.0884 -0.2056 -1.1050
H -15.847288 8.705010 7.718723 -0.0669 0.0165 0.3075
H -17.479383 9.865325 0.535849 -0.1697 0.3240 -0.1929
H -12.222342 8.439060 9.830116 0.1679 -0.0727 -0.1327
H -18.564478 14.216144 6.243326 -0.3027 -0.2154 0.2062
C -17.000205 10.840979 10.627101 -0.1508 0.3380 0.8760
O -22.056267 14.075348 9.531179 0.6421 0.7579 0.2058
C -19.413984 14.284611 2.462067 2.1273 -0.2118 -0.7823
H -15.931870 11.752142 13.544264 -0.0683 -0.2180 0.1732
H -21.321763 14.014293 1.713854 -0.4202 0.1421 0.3660
H -19.060431 13.266316 2.444023 -0.1648 0.0875 -0.5027
H -19.758435 16.865470 10.145458 -0.1310 -0.1981 0.3224
C -17.816932 10.074911 11.447271 -0.4685 -0.5645 -1.5857
H -19.548078 12.008561 9.268560 0.2914 -0.3698 -0.1421
H -18.161608 13.075074 4.940022 -0.3578 -0.1952 0.0604
H -15.339944 17.628687 8.594263 -0.2272 0.0914 0.1478
C -19.609966 16.455663 2.906894 -1.2820 -0.3449 -0.0083
C -22.176474 15.888869 11.512512 0.8885 -0.1925 -0.2992
H -19.681402 8.545828 8.824424 0.1009 0.1406 -0.0529
H -20.281198 5.998290 8.241215 0.1630 -0.0589 0.1308
C -16.466883 11.226444 12.769979 -0.4384 -0.0446 0.1257
C -17.759452 10.262877 1.496446 -1.1980 -0.4755 0.4474
N -18.327333 8.360680 7.156338 0.2687 0.0969 0.3265
C -14.411249 13.697640 4.031006 0.3490 -0.1487 -0.1006
H -19.742742 11.369307 1.513706 0.1311 -0.3405 -0.5784
O -17.554815 10.906272 7.241962 0.2902 0.6579 -0.3942
H -22.015318 9.671419 15.049062 -0.1737 0.4104 0.1139
H -14.900127 8.537503 10.056532 0.0842 0.2960 0.0924
C -18.105198 13.257388 6.011083 0.8378 -0.2590 0.1111
H -13.512422 14.148087 3.606780 0.0568 -0.1797 -0.0911
H -17.004707 10.185324 4.620615 -0.4916 0.1543 0.3077
H -18.579509 5.216014 6.272718 -0.1732 0.0531 -0.1969
H -16.172512 9.340055 2.588957 0.0314 0.0080 -0.2566
N -15.919300 17.330480 7.831111 0.9778 -0.4052 -0.0741
```
Positions in Å, forces in eV/Å.

Max |F|: 0.0910, 0.0505 (hartree/bohr)
Molecular weight: 154.1, 849.3 (g mol⁻¹)
Energy above the lowest of the compared OMol25 structures with the same formula, charge and spin: 42.9, 30.7 (kcal per mole)